1.
The following is a quantum chemistry calculation of one molecule with the formula C5H3FN2 in a non-equilibrium geometry, from OMol25.

## Properties
Charge: 0
Kohn-Sham gap, eV: 10.02
Strongest force on any atom, Eh/bohr: 0.132
E_tot, eV: -10928.3235
SMILES string: N#CC(C#N)=CCF
Energy above the lowest of the compared OMol25 structures with the same formula, charge and spin, kJ/mol: 122.53

Last column: natural (NBO) charge in e.
Cartesian coordinates (Å):
N 0.53 0.39 -3.23  -0.2603
C 0.59 0.37 -2.03  0.2667
C 0.49 0.04 -0.60  -0.2525
C 1.78 0.21 -0.03  0.2523
N 2.99 0.22 0.00  -0.2296
C -0.67 -0.24 -0.08  -0.0898
C -1.04 -0.25 1.37  0.0142
F 0.15 -0.26 2.08  -0.3458
H -1.53 -0.06 -0.88  0.2500
H -1.59 -1.05 1.74  0.1970
H -1.71 0.64 1.66  0.1977


2.
The following is a quantum chemistry calculation of C50H39N7O3PPb as an isolated structure in a non-equilibrium geometry, from OMol25.

## Properties
Charge: -1
Kohn-Sham gap (spin up / spin down), eV: 4.06 / 4.05
Strongest force on any atom, Eh/bohr: 0.130
E_tot, eV: -83585.9910
Energy above the lowest of the compared OMol25 structures with the same formula, charge and spin, kJ/mol: 749.87

Last column: Mulliken charge in e.
Cartesian coordinates (Å):
Pb -14.98 11.38 9.73  1.1365
C -15.70 10.74 14.47  -1.8144
C -15.83 11.13 13.01  0.3719
N -14.68 11.21 12.27  0.5987
N -13.64 10.64 12.75  -0.6656
C -12.52 11.06 12.08  0.3840
O -12.64 11.83 11.08  -0.8047
C -11.22 10.78 12.75  0.1610
C -11.16 9.94 13.93  -0.2030
C -10.01 9.92 14.67  -0.6085
C -8.87 10.61 14.18  -0.1401
C -8.86 11.37 13.04  -0.7674
C -10.09 11.48 12.36  -0.0452
C -17.11 11.39 12.40  0.6437
C -18.19 10.71 13.02  -0.9756
C -19.46 10.71 12.39  -0.8862
C -19.67 11.49 11.32  -0.6674
C -18.54 12.29 10.62  1.5687
N -17.24 11.95 11.18  -0.1863
H -14.69 10.83 14.81  0.4551
H -16.05 9.73 14.73  0.2500
H -16.30 11.46 15.03  0.4464
H -12.03 9.31 14.25  0.3121
H -10.04 9.53 15.71  0.2963
H -7.90 10.45 14.70  0.2843
H -7.95 11.83 12.63  0.3427
H -10.20 12.07 11.43  0.3182
H -18.03 10.30 13.98  0.3913
H -20.28 10.14 12.80  0.3748
H -20.65 11.65 10.84  0.2200
H -17.80 12.82 8.72  -0.4981
C -20.88 14.16 9.67  -0.8259
C -20.92 13.06 8.85  -1.1282
C -19.81 12.28 8.25  1.5893
C -18.53 12.07 9.09  -0.3223
C -18.81 13.72 11.05  -0.8352
C -19.80 14.51 10.55  -0.8282
N -17.82 10.79 8.72  1.3508
C -18.07 9.58 9.15  0.2289
C -19.23 8.79 8.77  -0.7177
C -19.50 7.56 9.40  -0.5227
C -18.69 7.08 10.47  -0.7990
C -17.48 7.69 10.72  -0.5307
C -17.13 8.80 9.98  -0.2951
N -15.78 9.05 9.81  1.5929
N -14.97 8.03 9.79  -1.2335
C -13.75 8.26 9.29  0.0090
C -12.88 7.11 9.18  -0.7541
C -11.52 7.33 8.94  -0.3399
C -11.10 8.62 8.58  -0.6963
C -12.02 9.61 8.46  -0.6658
N -13.28 9.52 8.91  0.3945
H -21.75 14.81 9.76  0.4155
H -21.88 12.89 8.33  0.5754
H -20.20 11.27 8.07  -0.8345
H -18.17 14.12 11.82  0.4672
H -19.80 15.57 10.81  0.3546
H -19.93 9.15 8.01  0.3612
H -20.37 7.00 9.09  0.4097
H -19.06 6.21 11.07  0.3056
H -16.76 7.26 11.45  0.4442
H -13.31 6.14 9.31  0.5064
H -10.85 6.52 8.98  0.4604
H -10.05 8.83 8.30  0.3708
H -11.80 10.54 7.90  0.3912
O -14.71 14.95 8.07  -0.6503
C -15.43 14.51 7.18  0.2422
O -15.97 13.16 7.29  -0.1152
C -15.84 15.14 5.92  -0.3865
C -15.56 16.42 5.48  -0.4624
C -16.07 16.87 4.22  -0.5952
C -16.92 16.03 3.52  -0.5807
C -17.28 14.78 4.02  -0.2973
C -16.72 14.33 5.23  0.3145
P -16.85 12.65 5.86  1.7319
C -15.94 11.45 4.97  -0.1506
C -15.66 10.19 5.57  0.0687
C -14.63 9.37 5.15  -0.7462
C -13.93 9.71 3.98  -0.6219
C -14.34 10.84 3.27  -0.7394
C -15.27 11.72 3.81  -0.5725
C -18.52 12.19 6.02  1.3064
C -18.96 11.22 5.11  -0.9860
C -20.23 11.28 4.56  -1.1585
C -21.17 12.26 5.04  -0.7528
C -20.88 13.02 6.10  -1.0498
C -19.53 12.99 6.80  0.1546
H -14.90 17.03 6.11  0.4952
H -15.80 17.86 3.85  0.3933
H -17.35 16.36 2.57  0.4157
H -17.93 14.15 3.39  0.4541
H -16.31 9.91 6.43  0.2202
H -14.31 8.54 5.76  0.5059
H -13.15 9.15 3.57  0.4650
H -13.78 11.12 2.34  0.3118
H -15.47 12.68 3.38  0.4696
H -18.30 10.38 4.87  0.3256
H -20.44 10.53 3.84  0.4791
H -22.13 12.45 4.57  0.3984
H -21.61 13.70 6.49  0.6182
H -19.19 14.02 7.00  0.3027


3.
The following is a quantum chemistry calculation of a 3-piece molecular cluster, C43H54F17N4O9P overall in a non-equilibrium geometry, from OMol25.

## Properties
<S²>: 2.0081
Charge: 0
2S+1: 3
Kohn-Sham gap (spin up / spin down), eV: 7.82 / 8.51
Strongest force on any atom, Eh/bohr: 0.046
E_tot, eV: -125337.2373

Last column: Löwdin spin population.
Cartesian coordinates (Å):
C -6.08 -7.52 -6.42  0.0000
C -5.68 -6.11 -6.06  0.0000
O -4.74 -5.58 -6.61  0.0000
O -6.34 -5.39 -5.10  0.0000
C -6.91 -6.16 -4.03  0.0000
C -7.09 -5.30 -2.81  0.0000
C -6.16 -4.32 -2.63  0.0000
C -6.29 -3.57 -1.54  0.0000
C -7.31 -3.76 -0.64  0.0000
C -8.23 -4.71 -0.80  0.0000
C -9.30 -4.88 0.26  0.0000
C -8.84 -5.87 1.32  0.0000
O -9.28 -5.92 2.44  0.0000
O -7.86 -6.73 0.87  0.0000
C -7.13 -7.35 1.91  0.0000
C -7.26 -8.85 1.92  0.0000
O -6.45 -6.72 2.67  0.0000
C -8.11 -5.51 -1.93  0.0000
P -9.35 -6.84 -2.13  0.0000
N -10.85 -6.36 -2.05  0.0000
C -7.11 -2.75 0.48  0.0000
O -7.92 -2.27 1.24  0.0000
N -5.74 -2.46 0.37  0.0000
C -5.10 -1.55 1.31  0.0000
C -4.28 -2.38 2.33  0.0000
C -2.83 -2.60 1.91  0.0000
F -2.73 -2.44 0.58  0.0000
F -2.47 -3.86 2.18  0.0000
C -1.85 -1.60 2.58  0.0000
F -2.03 -0.43 1.96  0.0000
F -2.15 -1.49 3.87  0.0000
C -0.36 -2.06 2.51  0.0000
F -0.22 -2.99 3.45  0.0000
F -0.11 -2.66 1.34  0.0000
C 0.68 -0.93 2.82  0.0000
F 0.09 0.05 3.51  0.0000
F 1.62 -1.43 3.62  0.0000
C 1.33 -0.28 1.56  0.0000
F 0.42 -0.17 0.60  0.0000
F 1.68 0.97 1.88  0.0001
C 2.59 -1.02 1.01  0.0000
F 2.54 -0.94 -0.32  0.0000
F 2.62 -2.31 1.33  0.0000
C 3.94 -0.38 1.44  0.0000
F 4.15 0.76 0.79  0.0000
F 3.95 -0.15 2.76  0.0000
C 5.16 -1.32 1.17  0.0000
F 5.03 -1.97 0.02  0.0000
F 5.28 -2.21 2.14  0.0000
F 6.26 -0.59 1.13  0.0000
C -5.43 -2.43 -1.00  0.0000
O -4.70 -1.68 -1.59  0.0000
H -7.05 -7.57 -6.92  0.0000
H -5.30 -7.95 -7.03  0.0000
H -6.16 -8.14 -5.53  0.0000
H -6.21 -6.96 -3.76  0.0000
H -7.81 -6.65 -4.37  0.0000
H -5.34 -4.16 -3.31  0.0000
H -9.43 -3.92 0.75  0.0000
H -10.25 -5.17 -0.17  0.0000
H -6.32 -9.30 1.63  0.0000
H -8.00 -9.16 1.18  0.0000
H -7.59 -9.15 2.91  0.0000
H -9.09 -7.80 -1.12  0.0000
H -9.12 -7.47 -3.37  0.0000
H -11.29 -6.83 -1.27  0.0000
H -4.51 -0.79 0.81  0.0000
H -5.87 -1.06 1.90  0.0000
H -4.72 -3.37 2.34  0.0000
H -4.38 -1.99 3.34  0.0000
C 4.84 3.35 -1.27  0.0029
C 6.14 2.80 -1.91  0.0258
C 7.36 3.49 -1.29  0.0143
C 7.60 4.91 -1.79  0.0008
C 7.60 4.96 -3.31  0.0145
C 6.33 4.35 -3.92  0.0268
N 6.08 2.98 -3.39  0.3531
O 6.90 2.15 -3.96  0.5528
C 5.13 5.28 -3.63  0.0015
C 6.44 4.33 -5.44  -0.0007
C 6.20 1.31 -1.54  -0.0009
H 4.02 3.37 -1.99  0.0018
H 4.51 2.72 -0.45  -0.0003
H 4.97 4.35 -0.86  0.0000
H 8.26 2.90 -1.51  0.0023
H 7.26 3.49 -0.20  0.0013
H 6.85 5.59 -1.38  0.0003
H 8.56 5.27 -1.41  0.0007
H 7.70 5.99 -3.65  0.0012
H 8.48 4.43 -3.69  0.0027
H 4.20 4.84 -3.99  0.0012
H 5.27 6.23 -4.14  -0.0005
H 5.01 5.52 -2.58  0.0000
H 7.32 3.79 -5.78  -0.0007
H 6.53 5.35 -5.81  -0.0003
H 5.56 3.88 -5.89  0.0002
H 5.37 0.76 -1.99  0.0001
H 6.14 1.19 -0.46  -0.0003
H 7.13 0.85 -1.85  -0.0005
C 5.02 4.11 3.20  0.0027
C 3.54 4.44 3.51  0.0259
C 2.66 4.12 2.30  0.0144
C 2.74 5.14 1.17  0.0007
C 2.53 6.56 1.70  0.0145
C 3.48 6.90 2.85  0.0268
N 3.42 5.87 3.93  0.3537
O 2.33 6.03 4.61  0.5523
C 4.91 7.04 2.30  0.0016
C 3.13 8.28 3.41  -0.0007
C 3.14 3.49 4.65  -0.0009
H 5.70 4.79 3.71  0.0017
H 5.28 3.11 3.54  -0.0004
H 5.24 4.13 2.13  0.0000
H 1.61 4.05 2.62  0.0022
H 2.92 3.13 1.92  0.0011
H 3.71 5.07 0.66  0.0002
H 1.98 4.92 0.42  0.0007
H 2.66 7.28 0.89  0.0012
H 1.49 6.66 2.04  0.0027
H 5.62 7.22 3.11  0.0012
H 4.96 7.89 1.62  -0.0005
H 5.25 6.18 1.74  0.0000
H 2.10 8.35 3.74  -0.0007
H 3.27 9.03 2.63  -0.0003
H 3.79 8.54 4.24  0.0002
H 3.72 3.70 5.55  0.0002
H 3.34 2.46 4.35  -0.0003
H 2.08 3.56 4.89  -0.0006